Here is an isolated ion of composition CH3O3S and charge -1 from OMol25. Energies are from ωB97M-V/def2-TZVPD.

Computed properties:
SMILES: O=[S@@H]([O-])=CO
net charge: -1
energy: -18058.3731 eV
relative energy (zero: lowest compared OMol25 entry of this formula, charge and spin): 149.6 kcal per mole
E_LUMO: 3.6934 eV
gap between HOMO and LUMO: 7.83 eV

Last column: Mulliken charge in e.
Geometry (Å):
O 0.155 0.220 -2.470  -0.739
S -0.102 0.548 -0.634  0.610
O -0.668 1.852 -0.537  -0.514
C -0.927 -0.727 0.399  -0.364
O -0.187 -0.433 1.516  -0.301
H 1.250 0.599 0.324  -0.011
H -0.341 -1.665 -0.007  0.123
H 0.821 -0.394 1.409  0.196



Here is a 2-piece molecular cluster, CH3O3S overall from OMol25. Energies are from ωB97M-V/def2-TZVPD.

Computed properties:
net charge: -1
energy: -18059.8851 eV
relative energy (zero: lowest compared OMol25 entry of this formula, charge and spin): 114.7 kcal per mole
E_LUMO (spin up / spin down): 3.9684 / 3.9896 eV
gap between HOMO and LUMO (spin up / spin down): 6.66 / 6.60 eV

Last column: Mulliken charge in e.
Geometry (Å):
C -1.029 -0.017 0.131  -0.270
O 0.414 -1.656 -1.471  -0.504
O 1.091 0.690 -1.034  -0.607
O -0.986 1.247 0.565  -0.358
S 0.484 -0.500 -0.530  0.403
H -1.506 -0.569 1.029  0.131
H -0.273 1.751 0.100  0.323
H 1.805 -0.944 1.209  -0.119



Here is an isolated ion of composition CH3O4P2 and charge -1 from OMol25. Energies are from ωB97M-V/def2-TZVPD.

Computed properties:
multiplicity: 3
net charge: -1
energy: -27851.4188 eV
relative energy (zero: lowest compared OMol25 entry of this formula, charge and spin): 2.4 kcal per mole
E_LUMO (spin up / spin down): 3.9557 / 1.2335 eV
gap between HOMO and LUMO (spin up / spin down): 4.67 / 5.61 eV

Last column: Mulliken charge in e.
Geometry (Å):
C 2.490 0.739 0.022  0.543
O 2.856 -0.128 -0.781  -0.626
O 2.914 1.839 0.338  -0.589
O -1.968 -0.167 0.187  -0.526
O 0.821 -1.600 0.175  -0.438
P -0.744 0.689 -0.529  0.054
P 0.866 0.015 0.981  -0.102
H -1.561 -0.969 0.362  0.314
H 1.504 -1.309 -0.436  0.347
H -1.078 1.675 0.433  0.022



Here is a 2-piece molecular cluster, CH3O4S overall from OMol25. Energies are from ωB97M-V/def2-TZVPD.

Computed properties:
net charge: -1
energy: -20106.4106 eV
relative energy (zero: lowest compared OMol25 entry of this formula, charge and spin): 143.3 kcal per mole
E_LUMO (spin up / spin down): 3.7226 / 3.7230 eV
gap between HOMO and LUMO (spin up / spin down): 7.92 / 7.91 eV

Last column: Mulliken charge in e.
Geometry (Å):
C -0.066 -1.536 0.144  -0.656
O 0.878 0.436 -1.418  -0.628
O 2.077 -0.130 0.589  -0.577
O -1.489 1.357 -0.205  -0.416
O -0.481 1.676 0.804  -0.497
S 0.798 -0.057 -0.045  0.936
H 0.226 -1.779 1.234  0.196
H -1.077 -1.158 -0.055  0.263
H -0.865 1.191 -1.049  0.378



Here is CH3O6PtS2 as an isolated structure from OMol25. Energies are from ωB97M-V/def2-TZVPD.

Computed properties:
net charge: +1
energy: -38267.2324 eV
E_LUMO: -10.9318 eV
gap between HOMO and LUMO: 3.54 eV

Last column: Mulliken charge in e.
Geometry (Å):
O 2.625 -0.678 -0.370  -0.439
S 1.500 0.080 0.284  0.950
O 1.979 1.384 0.834  -0.416
C 0.296 0.468 -1.108  -0.384
O -0.836 1.203 -0.656  -0.177
S -1.961 0.199 0.057  1.130
O -3.223 0.217 -0.731  -0.410
O -2.224 0.767 1.421  -0.425
O -1.392 -1.319 0.154  -0.431
H 0.898 -0.736 1.289  -0.043
H 0.050 -0.453 -1.726  0.415
H 0.878 1.166 -1.803  0.392
Pt 1.410 -2.299 2.354  0.839



Here is a single CH3OP molecule from OMol25. Energies are from ωB97M-V/def2-TZVPD.

Computed properties:
SMILES: O=CP
energy: -12420.1141 eV
relative energy (zero: lowest compared OMol25 entry of this formula, charge and spin): 28.6 kcal per mole
E_LUMO: 0.4117 eV
gap between HOMO and LUMO: 10.18 eV

Last column: Mulliken charge in e.
Geometry (Å):
O 1.607 -0.880 -0.380  -0.448
C 0.398 -0.535 -0.474  0.106
P -0.517 0.037 1.044  -0.016
H -0.240 -0.545 -1.451  0.273
H -1.441 0.789 0.287  0.037
H 0.193 1.134 0.976  0.048



Here is a single CH3PS molecule from OMol25. Energies are from ωB97M-V/def2-TZVPD.

Computed properties:
SMILES: CP=S
energy: -21208.8669 eV
relative energy (zero: lowest compared OMol25 entry of this formula, charge and spin): 1.8 kcal per mole
E_LUMO: -1.3058 eV
gap between HOMO and LUMO: 7.36 eV

Last column: Mulliken charge in e.
Geometry (Å):
C 0.080 -0.242 -0.011  -0.832
P 1.276 -1.809 -0.407  0.242
S 2.880 -1.148 -1.290  -0.238
H 0.262 0.449 -0.968  0.255
H -0.912 -0.685 0.018  0.294
H 0.364 0.171 0.958  0.278



Here is a single CH3PS molecule from OMol25. Energies are from ωB97M-V/def2-TZVPD.

Computed properties:
SMILES: CP=S
energy: -21206.3751 eV
relative energy (zero: lowest compared OMol25 entry of this formula, charge and spin): 59.2 kcal per mole
E_LUMO (spin up / spin down): -2.5374 / -2.5427 eV
gap between HOMO and LUMO (spin up / spin down): 6.24 / 6.22 eV

Last column: Mulliken charge in e.
Geometry (Å):
C 0.620 -0.046 0.006  -0.842
P -0.747 -1.234 -0.022  0.223
S -2.426 0.646 0.032  -0.340
H 0.786 0.251 0.962  0.336
H 1.522 -0.508 -0.354  0.330
H 0.245 0.891 -0.624  0.291



Here is CH3PS3 as an isolated structure from OMol25. Energies are from ωB97M-V/def2-TZVPD.

Computed properties:
multiplicity: 3
energy: -42875.5683 eV
relative energy (zero: lowest compared OMol25 entry of this formula, charge and spin): 9.0 kcal per mole
E_LUMO (spin up / spin down): -0.0084 / -3.1952 eV
gap between HOMO and LUMO (spin up / spin down): 6.11 / 5.46 eV

Last column: Mulliken charge in e.
Geometry (Å):
C -1.153 -0.118 -0.055  0.175
P 1.963 -0.208 -0.231  -0.021
S -0.785 -1.624 -0.409  -0.248
S -2.599 0.733 0.112  -0.151
S 0.616 1.294 0.125  -0.079
H 2.351 -0.487 1.090  0.122
H 3.000 0.706 -0.404  0.073
H -3.393 -0.296 -0.230  0.131



Here is a 2-piece molecular cluster, CH3PSi overall from OMol25. Energies are from ωB97M-V/def2-TZVPD.

Computed properties:
energy: -18246.6351 eV
relative energy (zero: lowest compared OMol25 entry of this formula, charge and spin): 69.9 kcal per mole
E_LUMO: -1.4481 eV
gap between HOMO and LUMO: 7.01 eV

Last column: Mulliken charge in e.
Geometry (Å):
C -0.552 -2.562 -0.045  -0.126
Si 0.455 1.703 0.121  0.184
P -1.039 -1.088 0.005  -0.306
H 0.094 -3.342 0.096  0.374
H -0.515 2.763 -0.707  -0.045
H 1.556 2.526 0.529  -0.081



Here is CH4B2F6HgN2O as an isolated structure from OMol25. Energies are from ωB97M-V/def2-TZVPD.

Computed properties:
multiplicity: 2
net charge: -1
energy: -27974.3855 eV
relative energy (zero: lowest compared OMol25 entry of this formula, charge and spin): 0.0 kcal per mole
E_LUMO (spin up / spin down): 3.0596 / 2.4281 eV
gap between HOMO and LUMO (spin up / spin down): 6.79 / 9.26 eV

Last column: Mulliken charge in e.
Geometry (Å):
Hg 2.188 1.182 -0.254  0.178
N 2.153 -2.892 1.271  -0.542
C 2.303 -2.216 0.084  0.551
N 1.296 -2.418 -0.822  -0.453
O 3.301 -1.542 -0.162  -0.658
H 1.195 -2.989 1.591  0.327
H 2.796 -2.558 1.971  0.241
H 0.391 -2.633 -0.425  0.341
H 1.272 -1.731 -1.558  0.208
F -0.099 -0.473 0.975  -0.346
B -1.117 -1.292 1.525  0.520
F -2.308 -1.083 0.836  -0.373
F -0.716 -2.659 1.331  -0.483
F -1.253 -1.044 2.884  -0.351
F -0.700 1.765 -1.363  -0.191
B 0.377 1.012 -1.533  0.274
F 0.327 0.183 -2.586  -0.243



Here is a 2-piece molecular cluster, CH4BF overall from OMol25. Energies are from ωB97M-V/def2-TZVPD.

Computed properties:
energy: -4492.7908 eV
relative energy (zero: lowest compared OMol25 entry of this formula, charge and spin): 32.9 kcal per mole
E_LUMO: -0.6388 eV
gap between HOMO and LUMO: 11.01 eV

Last column: Mulliken charge in e.
Geometry (Å):
B 0.250 0.779 -0.461  0.110
C -0.398 -0.542 0.025  -0.046
F 0.277 -0.578 1.700  -0.462
H 1.250 1.030 0.047  0.002
H -0.331 1.423 -1.353  -0.021
H 0.321 -1.298 -0.242  0.157
H -1.368 -0.813 0.285  0.259



Here is a single CH4BrN molecule from OMol25. Energies are from ωB97M-V/def2-TZVPD.

Computed properties:
SMILES: CNBr
energy: -72632.6716 eV
relative energy (zero: lowest compared OMol25 entry of this formula, charge and spin): 7.5 kcal per mole
E_LUMO: 0.6205 eV
gap between HOMO and LUMO: 9.70 eV

Last column: Mulliken charge in e.
Geometry (Å):
C -0.572 -0.393 -0.376  -0.587
N 0.426 0.860 0.295  -0.450
Br 1.184 0.368 1.910  -0.061
H -0.956 0.019 -1.292  0.275
H 0.074 -1.250 -0.520  0.286
H -1.322 -0.572 0.378  0.258
H 1.167 0.967 -0.394  0.279



Here is a 2-piece molecular cluster, CH4BrNS overall from OMol25. Energies are from ωB97M-V/def2-TZVPD.

Computed properties:
energy: -83466.3323 eV
relative energy (zero: lowest compared OMol25 entry of this formula, charge and spin): 68.5 kcal per mole
E_LUMO (spin up / spin down): -0.7817 / -0.3291 eV
gap between HOMO and LUMO (spin up / spin down): 7.92 / 8.21 eV

Last column: Mulliken charge in e.
Geometry (Å):
C 0.398 0.073 -1.811  -0.704
N 0.114 -0.149 1.597  -0.415
S -0.527 -1.400 0.740  -0.119
Br 0.856 1.486 -0.611  -0.042
H -0.664 -0.115 -1.973  0.349
H 0.982 -0.742 -1.648  0.385
H -0.439 0.645 1.920  0.288
H 0.947 -0.190 2.230  0.258



Here is a 2-piece molecular cluster, CH4BrO3P overall from OMol25. Energies are from ωB97M-V/def2-TZVPD.

Computed properties:
energy: -86573.7601 eV
relative energy (zero: lowest compared OMol25 entry of this formula, charge and spin): 68.9 kcal per mole
E_LUMO (spin up / spin down): -1.9921 / -0.8078 eV
gap between HOMO and LUMO (spin up / spin down): 6.13 / 8.10 eV

Last column: Mulliken charge in e.
Geometry (Å):
C 1.605 0.031 0.468  -0.498
O -0.660 -1.150 -0.730  -0.479
O -2.289 0.040 0.634  -0.466
O -0.213 1.241 -0.345  -0.413
P -1.393 0.344 -0.725  0.410
Br 2.766 0.374 -0.946  -0.007
H 1.122 -0.809 0.463  0.485
H 1.740 0.610 1.369  0.310
H -0.027 -1.507 -1.307  0.322
H -2.651 0.826 1.119  0.338



Here is a 2-piece molecular cluster, CH4BrOP overall from OMol25. Energies are from ωB97M-V/def2-TZVPD.

Computed properties:
SMILES: C=O.PBr
energy: -82479.2659 eV
relative energy (zero: lowest compared OMol25 entry of this formula, charge and spin): 16.6 kcal per mole
E_LUMO: 0.3425 eV
gap between HOMO and LUMO: 9.57 eV

Last column: Mulliken charge in e.
Geometry (Å):
C 1.304 1.433 -0.084  -0.105
O 0.202 1.124 -0.488  -0.381
H 1.701 0.970 0.792  0.232
H 1.964 2.013 -0.708  0.250
P -1.248 -1.159 -0.491  0.059
Br -2.826 -0.845 1.034  -0.151
H -0.086 -0.924 0.294  0.017
H -1.012 -2.612 -0.349  0.079



Here is CH4CeF as an isolated structure from OMol25. Energies are from ωB97M-V/def2-TZVPD.

Computed properties:
multiplicity: 2
net charge: +2
energy: -16727.3127 eV
relative energy (zero: lowest compared OMol25 entry of this formula, charge and spin): 0.0 kcal per mole
E_LUMO (spin up / spin down): -10.7513 / -10.5201 eV
gap between HOMO and LUMO (spin up / spin down): 7.85 / 8.08 eV

Last column: Mulliken charge in e.
Geometry (Å):
F -1.089 -1.358 -0.394  -0.370
Ce 0.614 -0.189 0.700  1.924
H -1.487 -2.162 -0.050  0.505
C 0.644 1.901 -0.606  -1.285
H 0.816 2.762 0.062  0.413
H -0.311 2.109 -1.117  0.400
H 1.469 1.907 -1.338  0.414



Here is a 2-piece molecular cluster, CH4Cl overall from OMol25. Energies are from ωB97M-V/def2-TZVPD.

Computed properties:
net charge: -1
energy: -13626.1537 eV
E_LUMO: 3.6877 eV
gap between HOMO and LUMO: 7.06 eV

Last column: Mulliken charge in e.
Geometry (Å):
C 0.821 0.351 -0.318  -0.841
H 1.537 -0.471 -0.469  0.200
H -0.132 -0.056 0.051  0.241
H 0.652 0.870 -1.273  0.200
H 1.227 1.060 0.418  0.200
Cl -4.105 -1.754 1.591  -0.999



Here is a 2-piece molecular cluster, CH4Cl2NOP overall from OMol25. Energies are from ωB97M-V/def2-TZVPD.

Computed properties:
energy: -38972.1930 eV
relative energy (zero: lowest compared OMol25 entry of this formula, charge and spin): 70.7 kcal per mole
E_LUMO (spin up / spin down): -0.8507 / -0.4477 eV
gap between HOMO and LUMO (spin up / spin down): 7.58 / 7.87 eV

Last column: Mulliken charge in e.
Geometry (Å):
C -1.438 -1.345 0.422  -0.645
N 0.833 1.721 -0.777  -0.536
O 1.075 0.820 1.662  -0.507
P 0.707 0.418 0.330  0.709
Cl -0.807 -2.881 0.496  -0.069
Cl 1.849 -0.971 -0.456  -0.207
H -1.618 -0.750 1.337  0.374
H -1.794 -1.069 -0.548  0.377
H 0.969 1.407 -1.730  0.234
H 0.223 2.649 -0.735  0.270



Here is a single CH4Cl2SSi molecule from OMol25. Energies are from ωB97M-V/def2-TZVPD.

Computed properties:
energy: -44856.4615 eV
relative energy (zero: lowest compared OMol25 entry of this formula, charge and spin): 101.1 kcal per mole
E_LUMO: -0.2657 eV
gap between HOMO and LUMO: 8.26 eV

Last column: Mulliken charge in e.
Geometry (Å):
C -2.028 0.317 -0.130  -0.255
Si 1.391 0.518 -0.243  0.560
S 1.165 -1.304 0.907  -0.202
Cl -1.658 -0.802 -1.555  -0.179
Cl -0.505 1.421 0.357  -0.017
H -1.868 -0.493 0.750  0.163
H 0.958 0.033 -1.544  -0.041
H 2.574 1.176 0.170  -0.101
H -0.027 -0.868 1.288  0.072